108
Properties=species:S:1:pos:R:3:forces:R:3:mulliken_charge:R:1 method="wB97M-V/def2-TZVPD" orbital_gap_ev=5.83 charge=+1
C -1.6180 2.3623 -0.8003 0.65 -0.04 -0.45 -1.28
C -1.3881 1.8964 -2.2306 -1.25 -0.12 0.74 -0.18
O -0.0405 1.3497 -2.2968 0.39 0.93 -0.01 0.59
B 0.7565 1.8487 -3.2563 -0.75 -0.51 -0.69 -0.96
O 0.5759 1.4680 -4.5848 0.89 0.31 0.46 -0.10
C 1.9983 2.8380 -2.9558 -1.58 -0.95 -0.19 0.33
C 3.2485 2.3038 -2.8194 1.23 -0.70 0.10 0.94
C 3.5284 0.8240 -2.8985 -0.63 0.15 0.01 -1.88
C 4.3067 3.1713 -2.5982 0.63 -0.97 0.58 1.00
C 5.7457 2.7423 -2.4563 2.05 1.26 -0.57 0.23
O 6.6072 3.4903 -2.8796 -1.10 -0.95 0.30 -0.52
O 6.0491 1.5869 -1.8395 -1.02 -0.16 -0.35 -0.44
C 4.0922 4.5191 -2.5119 0.81 0.54 0.25 -0.73
C 2.8388 4.9916 -2.6278 -0.39 1.30 0.00 -0.56
N 1.8303 4.1518 -2.8477 -0.10 0.47 0.02 0.17
Cl 0.2926 4.8575 -3.0091 -0.16 -0.22 -0.05 0.02
H -2.5768 2.8666 -0.6994 -0.06 -0.13 0.06 0.44
H -1.5545 1.4809 -0.1647 -0.24 0.06 0.14 0.22
H -0.8147 3.0477 -0.5146 -0.13 0.09 0.10 0.28
H -2.1365 1.1361 -2.4517 0.42 -0.31 -0.16 0.15
H -1.5438 2.6969 -2.9553 0.33 0.04 -0.08 0.46
H 0.9819 0.5915 -4.6653 -0.48 -0.15 -0.42 0.26
H 3.9032 0.5068 -1.9291 0.14 -0.23 -0.13 0.36
H 2.6465 0.2144 -3.1037 -0.04 0.12 0.02 0.24
H 4.2530 0.6450 -3.6902 0.11 -0.19 0.13 0.44
H 6.8983 1.2608 -2.1728 0.27 0.30 0.06 0.35
H 4.8938 5.2160 -2.3280 0.16 -0.05 -0.05 0.59
H 2.6238 6.0451 -2.5566 -0.23 0.03 -0.02 0.43
C 1.2621 -1.8444 -0.1165 -0.13 -0.22 0.37 0.62
O 1.4517 -2.5588 -1.0994 -0.03 0.28 -0.29 -0.72
N 1.4300 -2.2757 1.1541 0.14 -0.04 -0.10 -0.21
N 0.8490 -0.5496 -0.2379 0.42 0.12 -0.19 0.00
H 1.2679 -1.6930 1.9591 -0.06 0.03 0.32 0.23
H 1.7261 -3.2248 1.2840 -0.03 -0.01 -0.02 0.23
H 0.6898 -0.2153 -1.1676 -0.29 0.11 0.13 -0.18
H 0.6770 0.0559 0.5434 -0.09 -0.11 0.07 0.18
C -0.1159 2.8352 -8.4334 -0.01 -0.10 -0.02 0.52
O -0.2931 2.9044 -9.6314 0.01 0.05 0.03 -0.64
N 0.1148 1.6532 -7.7834 0.10 -0.10 0.02 -0.29
N -0.1316 3.9425 -7.6213 0.03 0.17 0.03 -0.30
H 0.2637 1.5863 -6.7941 -0.08 0.07 0.00 0.29
H 0.1319 0.8206 -8.3423 -0.04 0.03 -0.04 0.18
H -0.2986 4.8288 -8.0596 -0.01 -0.02 -0.03 0.19
H 0.0105 3.9047 -6.6311 -0.03 -0.08 0.00 0.15
C 1.1030 -0.7559 5.0669 0.29 0.13 0.59 0.52
O 0.8827 -0.7968 3.8487 -0.08 -0.19 -0.30 -0.69
N 1.4082 -1.8709 5.7874 0.10 -0.22 -0.37 -0.28
N 1.0476 0.3812 5.7835 0.32 -0.42 -0.76 -0.30
H 1.5796 -1.8564 6.7783 -0.28 0.11 0.09 0.15
H 1.4548 -2.7441 5.2969 0.03 -0.01 0.03 0.21
H 0.8174 1.2255 5.2989 -0.12 0.09 0.16 0.16
H 1.2121 0.4248 6.7703 -0.28 0.00 0.12 0.17
C -2.5257 -2.8930 5.4325 0.16 0.25 -0.13 0.70
O -1.9109 -3.4450 6.3403 -0.37 -0.18 0.18 -0.77
N -3.8841 -2.9396 5.3156 0.02 -0.14 0.17 -0.39
N -1.8597 -2.1855 4.4905 -0.03 -0.09 -0.05 -0.20
H -4.3929 -2.4887 4.5799 0.05 0.02 -0.03 0.16
H -4.3879 -3.4576 6.0105 0.00 0.00 -0.01 0.23
H -0.8624 -2.1524 4.5979 0.06 0.20 -0.20 0.06
H -2.2899 -1.7021 3.7257 -0.01 0.00 0.00 0.13
C 7.8475 0.6135 1.8599 -0.02 -0.08 0.03 0.54
O 8.4221 0.7861 2.9141 -0.01 0.04 -0.02 -0.63
N 7.7564 1.5955 0.9034 0.04 0.11 -0.03 -0.27
N 7.2417 -0.5704 1.5343 0.01 -0.01 0.00 -0.31
H 7.2888 1.4795 0.0267 -0.08 -0.01 0.14 0.24
H 8.1900 2.4753 1.1124 0.04 -0.02 0.02 0.17
H 7.2893 -1.3089 2.2112 0.00 0.01 0.01 0.21
H 6.7614 -0.7326 0.6708 -0.02 0.01 0.01 0.14
C 0.1243 -2.3160 9.4288 -0.23 -0.36 0.06 0.68
O 0.4571 -1.2938 8.8316 0.16 0.02 0.02 -0.67
N 0.7298 -2.6965 10.5967 0.12 0.17 0.00 -0.42
N -0.8536 -3.1456 8.9843 0.10 0.53 -0.06 -0.29
H 0.4828 -3.5232 11.1053 -0.04 -0.01 -0.02 0.15
H 1.4586 -2.1064 10.9506 0.01 -0.02 0.00 0.23
H -1.3250 -2.8999 8.1227 0.09 -0.28 -0.10 0.24
H -1.1241 -3.9839 9.4611 0.05 -0.01 0.03 0.15
C -2.2895 -1.5127 -2.6389 -0.03 -0.22 -0.23 0.63
O -2.4075 -1.1118 -1.4902 0.07 0.18 -0.04 -0.66
N -3.3432 -1.6014 -3.5005 -0.20 0.11 0.11 -0.21
N -1.0825 -1.8987 -3.1564 0.24 0.36 0.06 -0.25
H -3.2585 -1.9265 -4.4470 0.04 0.04 -0.04 0.10
H -4.2505 -1.3214 -3.1579 -0.09 -0.03 -0.02 0.14
H -0.2811 -1.8539 -2.5476 0.06 -0.38 0.12 0.02
H -0.9601 -2.2199 -4.0978 -0.12 -0.12 0.01 0.17
C 0.6039 2.9612 8.2820 -0.05 -0.06 0.22 0.66
O 0.3075 2.2494 7.3330 0.01 0.56 0.18 -0.68
N 0.9577 4.2732 8.1384 0.00 0.01 -0.11 -0.41
N 0.6017 2.4889 9.5590 -0.04 -0.16 0.04 -0.37
H 1.2030 4.8695 8.9050 -0.01 -0.03 0.03 0.16
H 0.9671 4.6465 7.2085 -0.01 0.00 0.00 0.21
H 0.3447 1.5242 9.6904 0.03 0.00 -0.06 0.23
H 0.8392 3.0443 10.3581 0.01 0.04 -0.02 0.16
C -7.2359 -1.3460 -4.0463 -0.12 -0.01 -0.22 0.69
O -6.5734 -1.1478 -3.0384 0.28 -0.01 0.02 -0.70
N -7.4775 -0.3717 -4.9686 0.02 0.08 0.07 -0.39
N -7.7763 -2.5648 -4.3300 -0.11 0.01 0.09 -0.38
H -8.0133 -0.5160 -5.8029 0.01 -0.03 -0.01 0.16
H -7.0897 0.5351 -4.7895 0.00 0.00 0.00 0.21
H -7.6174 -3.3018 -3.6700 -0.05 0.02 0.03 0.24
H -8.3098 -2.7561 -5.1563 0.02 0.01 -0.02 0.16
C -4.9933 -4.1228 -6.6461 -0.01 -0.09 0.03 0.69
O -4.5552 -3.0719 -7.0848 0.06 0.05 0.06 -0.65
N -5.2845 -4.2888 -5.3223 0.09 -0.03 0.05 -0.33
N -5.2261 -5.2114 -7.4383 -0.01 0.07 -0.08 -0.40
H -5.6423 -5.1382 -4.9293 0.05 -0.04 -0.03 0.19
H -5.1245 -3.5030 -4.7194 -0.06 -0.03 0.06 0.12
H -5.0208 -5.1186 -8.4156 0.01 0.00 0.00 0.23
H -5.5841 -6.0824 -7.0966 0.01 0.00 0.03 0.16